This record from OMol25 describes 2 unconnected molecules or ions with the total composition C4H8S. The level of theory is the ωB97M-V functional and the def2-TZVPD basis.

The geometry in XYZ format:
```
13
C4H8S | OMol25 | the ωB97M-V functional and the def2-TZVPD basis
C 0.95 -0.33 -1.48
C 0.93 -0.09 -0.25
C 1.59 0.45 0.95
C -1.52 0.16 2.09
S -1.33 -0.83 0.66
H 0.24 -1.06 -1.88
H 1.65 0.02 -2.14
H 0.81 0.60 1.77
H 2.39 -0.31 1.20
H 1.95 1.43 0.82
H -1.26 1.22 1.86
H -0.83 -0.11 2.94
H -2.49 0.16 2.51
```

Values from the calculation:
- electronic energy (Eh) = -555.2602
- lowest unoccupied orbital energy (alpha / beta) (Eh) = -0.00438 / -0.00436
- ΔE to the lowest compared entry with this formula, charge and spin (eV) = 2.9869
- HOMO energy (alpha / beta) (eV) = -7.98 / -7.98
- gap between HOMO and LUMO (alpha / beta) (eV) = 7.86 / 7.86